[1]
9 unconnected molecules or ions with the total composition C26H52ClNO11P at a distorted geometry, computed with ωB97M-V/def2-TZVPD.

Output
Energy relative to the best compared isomer or geometry (same formula, charge and spin) in kcal per mole: 39.4
Total charge: -1
DFT total energy in hartree: -2705.88215
LUMO level in eV: 1.8
Gap between HOMO and LUMO in eV: 6.064

Structure (XYZ):
```
92
C26H52ClNO11P, DFT ωB97M-V/def2-TZVPD
O 4.986 1.806 -4.085
C 4.812 0.760 -3.374
O 5.923 0.061 -2.889
C 3.388 0.128 -3.016
N 2.295 0.497 -3.985
P 0.897 0.872 -2.946
O -0.524 0.170 -3.660
Cl 0.688 3.000 -2.850
H 3.513 -1.019 -2.984
H 3.089 0.468 -1.948
H 2.558 1.306 -4.571
H -0.664 -0.668 -3.146
C 5.530 4.680 -3.279
C 6.165 5.771 -2.462
O 5.535 6.377 -1.610
C 7.612 6.088 -2.735
H 4.489 4.560 -2.976
H 5.558 4.945 -4.338
H 6.054 3.736 -3.112
H 7.732 6.415 -3.770
H 8.228 5.207 -2.543
H 7.938 6.894 -2.073
C 6.006 9.149 2.989
C 6.541 7.848 2.449
O 7.063 7.027 3.183
C 6.406 7.604 0.970
H 6.171 9.188 4.068
H 6.528 9.987 2.524
H 4.933 9.217 2.797
H 6.946 8.375 0.416
H 5.351 7.604 0.688
H 6.833 6.631 0.723
C -1.671 0.833 0.603
C -1.429 -0.567 0.106
O -1.276 -0.796 -1.082
C -1.383 -1.671 1.128
H -1.678 1.521 -0.246
H -2.639 0.886 1.105
H -0.873 1.128 1.286
H -2.338 -1.730 1.654
H -0.573 -1.491 1.834
H -1.202 -2.623 0.623
C -4.092 2.321 -3.088
C -4.648 1.974 -1.734
O -4.695 2.798 -0.839
C -5.144 0.567 -1.528
H -3.773 3.366 -3.091
H -3.226 1.691 -3.307
H -4.861 2.188 -3.852
H -4.326 -0.141 -1.678
H -5.961 0.355 -2.222
H -5.516 0.460 -0.506
C -0.955 1.628 5.037
C -0.712 0.230 4.533
O -0.557 0.004 3.346
C -0.669 -0.877 5.552
H -0.961 2.321 4.193
H -1.924 1.678 5.539
H -0.157 1.919 5.724
H -1.625 -0.937 6.077
H 0.142 -0.697 6.262
H -0.486 -1.828 5.046
C -2.642 -4.273 -2.715
C -3.198 -4.629 -1.363
O -3.246 -3.810 -0.464
C -3.693 -6.038 -1.166
H -2.324 -3.227 -2.711
H -1.777 -4.901 -2.939
H -3.411 -4.402 -3.480
H -2.874 -6.744 -1.321
H -4.509 -6.246 -1.862
H -4.065 -6.152 -0.145
C 0.705 -8.118 -1.314
C -0.572 -8.884 -1.539
O -1.357 -8.562 -2.412
C -0.839 -10.065 -0.643
H 0.765 -7.296 -2.030
H 0.716 -7.704 -0.304
H 1.564 -8.776 -1.463
H -0.897 -9.736 0.397
H -0.049 -10.808 -0.762
H -1.793 -10.520 -0.920
C -6.795 -1.758 4.495
C -5.295 -1.879 4.560
O -4.714 -1.974 5.626
C -4.543 -1.877 3.256
H -7.204 -1.773 5.507
H -7.072 -0.815 4.019
H -7.212 -2.599 3.937
H -4.720 -0.939 2.726
H -4.860 -2.724 2.643
H -3.474 -1.971 3.455
```

[2]
8 unconnected molecules or ions with the total composition C26H52FIN8O18S2Si at a distorted geometry, computed with ωB97M-V/def2-TZVPD.

Output
Total charge: 0
SMILES: C[Si](C)(C)[C@@]1(CCF)C[C@@](CCCSC(=S)N2CCOCC2)(CC(=O)I)OC1=O.C[N+](=O)[O-].C[N+](=O)[O-].C[N+](=O)[O-].C[N+](=O)[O-].C[N+](=O)[O-].C[N+](=O)[O-].C[N+](=O)[O-]
DFT total energy in hartree: -4296.98188
LUMO level in eV: -0.5
Gap between HOMO and LUMO in eV: 7.852

Structure (XYZ):
```
109
C26H52FIN8O18S2Si, DFT ωB97M-V/def2-TZVPD
C 4.819 -0.633 0.159
Si 4.232 0.964 0.999
C 5.735 2.118 1.080
C 3.621 0.472 2.725
C 2.768 1.764 0.069
C 1.493 0.882 -0.032
C 1.661 -0.371 -0.910
F 1.697 -1.485 -0.084
C 2.232 3.085 0.676
C 1.992 4.074 -0.530
C 0.544 4.586 -0.555
C -0.325 4.018 -1.698
C -1.362 2.965 -1.201
S -3.084 3.606 -1.303
C -3.409 3.957 0.448
S -2.890 5.397 1.022
N -4.037 3.064 1.306
C -4.020 1.668 0.849
C -5.178 1.289 -0.069
O -6.433 1.621 0.488
C -6.528 2.973 0.855
C -5.380 3.493 1.732
C 3.063 5.192 -0.385
C 2.754 6.321 0.602
O 3.080 7.391 0.352
I 1.709 6.033 2.470
O 2.436 3.309 -1.648
C 3.262 2.291 -1.287
O 4.167 1.936 -1.893
H 5.860 -0.800 0.443
H 4.202 -1.488 0.432
H 4.800 -0.551 -0.929
H 5.696 2.815 1.916
H 5.829 2.677 0.145
H 6.616 1.480 1.151
H 2.540 0.327 2.686
H 3.828 1.248 3.463
H 4.090 -0.454 3.057
H 1.150 0.590 0.958
H 0.710 1.501 -0.478
H 2.572 -0.314 -1.503
H 0.806 -0.424 -1.583
H 1.422 2.943 1.385
H 3.030 3.502 1.303
H 0.109 4.333 0.405
H 0.505 5.673 -0.626
H 0.247 3.605 -2.528
H -0.893 4.850 -2.104
H -1.280 2.050 -1.780
H -1.167 2.777 -0.149
H -3.073 1.471 0.356
H -4.058 1.009 1.720
H -5.155 0.205 -0.176
H -5.035 1.698 -1.072
H -6.669 3.658 0.006
H -7.433 3.055 1.458
H -5.420 4.579 1.718
H -5.509 3.188 2.773
H 4.028 4.721 -0.195
H 3.137 5.674 -1.361
C 0.949 -3.992 1.298
N 0.554 -4.240 2.711
O 1.346 -4.826 3.427
O -0.541 -3.837 3.055
H 1.939 -4.402 1.138
H 0.218 -4.483 0.665
H 0.945 -2.922 1.143
C 2.220 -5.296 -2.607
N 1.097 -5.529 -1.658
O 1.324 -6.187 -0.657
O 0.020 -5.045 -1.945
H 3.108 -5.785 -2.222
H 1.930 -5.718 -3.565
H 2.368 -4.222 -2.680
C -6.154 -2.969 0.982
N -5.759 -2.422 -0.345
O -4.680 -1.856 -0.428
O -6.541 -2.574 -1.260
H -5.362 -2.759 1.692
H -7.083 -2.480 1.278
H -6.295 -4.040 0.864
C -10.406 -1.233 3.686
N -9.221 -2.020 3.245
O -8.603 -1.615 2.275
O -8.952 -3.015 3.885
H -10.520 -0.381 3.025
H -11.270 -1.887 3.632
H -10.222 -0.912 4.707
C 5.553 9.002 -0.687
N 6.475 9.682 -1.639
O 6.802 10.826 -1.388
O 6.836 9.039 -2.606
H 5.316 9.687 0.119
H 4.658 8.727 -1.236
H 6.065 8.121 -0.310
C 2.898 -8.568 1.255
N 4.094 -9.351 0.834
O 4.733 -8.936 -0.115
O 4.347 -10.353 1.473
H 2.797 -7.710 0.601
H 2.034 -9.221 1.173
H 3.056 -8.255 2.283
C -0.168 -7.597 -5.924
N 1.246 -7.787 -5.493
O 1.970 -6.803 -5.482
O 1.579 -8.909 -5.182
H -0.319 -6.552 -6.169
H -0.332 -8.229 -6.793
H -0.804 -7.899 -5.097
```

[3]
A molecular structure, C26H52MgNO23 at a distorted geometry, computed with ωB97M-V/def2-TZVPD.

Output
Total charge: +1
DFT total energy in hartree: -3006.66168
LUMO level in eV: -7.8
Gap between HOMO and LUMO in eV: 2.792

Structure (XYZ):
```
103
C26H52MgNO23, DFT ωB97M-V/def2-TZVPD
Mg -0.305 -4.149 1.238
N 0.113 0.178 0.732
O 1.169 0.747 0.536
O -0.936 0.780 0.915
O 0.075 -1.021 0.624
C -2.780 7.748 1.149
C -1.684 6.769 1.477
C -2.255 5.430 1.089
O -3.649 5.630 0.827
C -4.057 6.934 1.290
H -2.587 8.006 0.107
H -2.835 8.665 1.736
H -1.517 6.901 2.547
H -0.716 6.889 0.991
H -2.089 4.725 1.904
H -1.719 4.992 0.246
H -4.418 6.872 2.317
H -5.001 7.281 0.869
C -3.877 0.802 -4.715
C -3.188 1.243 -3.434
C -4.252 2.019 -2.719
O -5.518 1.430 -3.126
C -5.422 1.010 -4.493
H -3.708 -0.246 -4.961
H -3.535 1.424 -5.542
H -2.284 1.840 -3.546
H -2.923 0.390 -2.809
H -4.299 3.089 -2.919
H -4.084 1.740 -1.679
H -5.853 1.689 -5.229
H -6.070 0.143 -4.618
C 5.945 0.073 -0.971
O 7.211 -0.384 -0.677
C 7.395 -1.614 -0.190
O 6.511 -2.413 0.102
O 8.674 -1.796 -0.046
C 9.092 -2.954 0.677
H 5.399 -0.669 -1.553
H 6.028 0.890 -1.688
H 5.455 0.512 -0.102
H 10.166 -3.063 0.526
H 8.514 -3.824 0.368
H 8.940 -2.999 1.755
C 2.078 -6.271 4.637
O 2.868 -5.114 4.881
C 2.706 -4.074 4.051
O 1.902 -4.052 3.124
O 3.448 -3.003 4.533
C 3.432 -1.846 3.732
H 1.017 -6.024 4.643
H 2.226 -7.074 5.359
H 2.263 -6.663 3.637
H 2.394 -1.524 3.659
H 3.775 -2.155 2.744
H 4.060 -1.047 4.125
C -3.106 2.181 5.590
O -3.042 1.918 7.007
C -4.155 1.745 7.720
O -5.294 1.566 7.329
O -3.779 1.518 8.979
C -4.760 1.174 9.921
H -2.225 1.770 5.097
H -3.105 3.257 5.417
H -4.066 1.896 5.159
H -5.573 1.896 10.001
H -4.386 1.273 10.940
H -5.095 0.139 9.842
C 4.131 -5.567 -0.998
O 3.713 -4.785 -2.088
C 2.566 -4.138 -2.032
O 1.704 -4.321 -1.164
O 2.525 -3.332 -3.085
C 1.403 -2.547 -3.446
H 5.177 -5.294 -0.857
H 3.937 -6.620 -1.204
H 3.508 -5.372 -0.125
H 0.472 -2.824 -2.952
H 1.246 -2.654 -4.520
H 1.629 -1.496 -3.270
C -4.917 -2.271 -0.681
O -4.847 -3.291 -1.663
C -3.832 -4.135 -1.730
O -2.809 -4.203 -1.048
O -4.001 -4.997 -2.785
C -4.951 -4.695 -3.838
H -5.730 -1.616 -0.994
H -3.978 -1.718 -0.651
H -5.191 -2.585 0.327
H -5.990 -4.967 -3.651
H -4.578 -5.263 -4.690
H -4.925 -3.631 -4.071
C 2.123 3.861 -3.056
O 2.437 3.051 -4.174
C 3.570 3.323 -4.925
O 4.445 4.138 -4.772
O 3.517 2.439 -5.947
C 4.474 2.459 -7.014
H 1.668 3.318 -2.228
H 1.617 4.811 -3.226
H 3.081 4.096 -2.594
H 5.393 2.913 -6.643
H 4.138 3.183 -7.757
H 4.567 1.535 -7.584
```

[4]
7 unconnected molecules or ions with the total composition C26H52N2O10 at a distorted geometry, computed with ωB97M-V/def2-TZVPD.

Output
Total charge: 0
SMILES: O=NOc1ccc2c(c1)C(=O)NC2=O.CC(C)O.CC(C)O.CC(C)O.CC(C)O.CC(C)O.CC(C)O
DFT total energy in hartree: -1883.50449
LUMO level in eV: -0.9
Gap between HOMO and LUMO in eV: 8.514

Structure (XYZ):
```
90
C26H52N2O10, DFT ωB97M-V/def2-TZVPD
O 3.047 1.626 3.297
N 3.058 2.647 2.678
O 2.288 2.498 1.548
C 0.889 2.717 1.815
C 0.365 4.199 1.723
C -1.154 4.528 1.957
C -2.075 3.330 2.285
C -1.542 1.873 2.413
C -0.059 1.514 2.176
C -2.813 0.992 2.777
O -2.806 -0.238 3.023
N -4.058 1.819 2.835
C -3.635 3.226 2.564
O -4.440 4.184 2.548
H 1.086 5.068 1.487
H -1.591 5.577 1.884
H 0.297 0.439 2.277
H -4.598 1.394 2.048
C -4.417 8.767 0.823
C -3.263 8.067 0.123
C -3.365 8.206 -1.387
O -3.265 6.684 0.473
H -5.376 8.330 0.527
H -4.336 8.650 1.907
H -4.432 9.835 0.588
H -2.314 8.488 0.468
H -4.288 7.750 -1.760
H -2.536 7.689 -1.878
H -3.349 9.257 -1.689
H -4.100 6.302 0.173
C 3.418 -0.289 -2.062
C 4.577 0.683 -1.905
C 5.700 0.075 -1.078
O 4.115 1.875 -1.272
H 2.991 -0.549 -1.088
H 2.614 0.165 -2.648
H 3.737 -1.207 -2.559
H 4.958 0.964 -2.891
H 5.352 -0.173 -0.070
H 6.521 0.788 -0.963
H 6.088 -0.833 -1.546
H 3.776 1.636 -0.399
C -0.931 0.251 -2.168
C -1.765 0.884 -1.066
C -3.216 1.046 -1.492
O -1.224 2.161 -0.736
H -0.931 0.876 -3.067
H 0.111 0.151 -1.852
H -1.312 -0.740 -2.432
H -1.714 0.266 -0.164
H -3.296 1.699 -2.367
H -3.801 1.513 -0.695
H -3.665 0.080 -1.735
H -1.264 2.717 -1.526
C 1.938 -5.556 -2.768
C 3.097 -4.584 -2.610
C 4.220 -5.192 -1.784
O 2.634 -3.393 -1.977
H 1.512 -5.817 -1.794
H 1.133 -5.102 -3.354
H 2.258 -6.474 -3.267
H 3.477 -4.302 -3.596
H 3.873 -5.440 -0.776
H 5.041 -4.479 -1.669
H 4.608 -6.100 -2.253
H 2.296 -3.632 -1.103
C 5.207 -4.463 3.863
C 4.630 -4.983 2.556
C 4.132 -6.413 2.701
O 5.631 -4.931 1.542
H 6.063 -5.068 4.181
H 5.572 -3.440 3.741
H 4.458 -4.475 4.659
H 3.807 -4.338 2.235
H 4.950 -7.085 2.978
H 3.730 -6.778 1.752
H 3.350 -6.483 3.462
H 6.364 -5.499 1.816
C -6.236 -3.512 -1.391
C -5.084 -2.531 -1.237
C -3.955 -3.128 -0.412
O -5.554 -1.342 -0.605
H -6.658 -3.774 -0.415
H -7.045 -3.065 -1.975
H -5.910 -4.429 -1.888
H -4.708 -2.248 -2.224
H -4.298 -3.377 0.598
H -3.139 -2.409 -0.300
H -3.560 -4.034 -0.879
H -5.890 -1.581 0.270
```

[5]
6 unconnected molecules or ions with the total composition C26H52N2O11S5 at a distorted geometry, computed with ωB97M-V/def2-TZVPD.

Output
Total charge: 0
SMILES: CCN[C@@H]1CNC(=O)C1.O=S1(=O)CCCC1.O=S1(=O)CCCC1.O=S1(=O)CCCC1.O=S1(=O)CCCC1.O=S1(=O)CCCC1
DFT total energy in hartree: -3949.90575
LUMO level in eV: 0.4
Gap between HOMO and LUMO in eV: 8.595

Structure (XYZ):
```
96
C26H52N2O11S5, DFT ωB97M-V/def2-TZVPD
C -1.519 -0.958 0.360
C -1.828 -0.493 -1.074
N -0.621 -0.078 -1.772
C -0.182 1.306 -1.676
C 1.252 1.357 -0.989
N 1.257 2.341 0.105
C -0.012 3.001 0.092
O -0.270 3.999 0.745
C -0.972 2.282 -0.841
H -2.292 -0.632 1.047
H -1.425 -2.035 0.398
H -0.559 -0.554 0.660
H -2.632 0.241 -1.089
H -2.189 -1.354 -1.624
H -0.603 -0.427 -2.713
H 0.013 1.684 -2.672
H 1.980 1.614 -1.748
H 1.483 0.378 -0.597
H 1.215 1.780 0.952
H -1.788 1.918 -0.229
H -1.418 3.067 -1.446
O 2.904 1.714 3.729
S 3.600 2.733 2.977
O 4.263 2.418 1.735
C 2.495 4.118 2.731
C 2.730 4.996 3.956
C 4.247 5.023 4.178
C 4.749 3.579 4.071
H 1.475 3.758 2.636
H 2.795 4.620 1.813
H 2.326 5.997 3.811
H 2.243 4.557 4.830
H 4.718 5.636 3.407
H 4.506 5.453 5.144
H 5.748 3.516 3.647
H 4.720 3.069 5.032
O -2.197 -2.874 -3.021
S -2.209 -3.224 -4.424
O -1.074 -2.924 -5.260
C -2.650 -4.948 -4.583
C -4.175 -4.943 -4.673
C -4.535 -3.783 -5.607
C -3.707 -2.566 -5.168
H -2.260 -5.500 -3.731
H -2.198 -5.314 -5.505
H -4.557 -5.884 -5.046
H -4.605 -4.770 -3.684
H -4.283 -4.052 -6.634
H -5.599 -3.564 -5.580
H -3.427 -1.927 -6.001
H -4.219 -1.980 -4.407
O 8.460 4.773 1.612
S 8.526 4.511 0.195
O 9.139 5.455 -0.706
C 9.248 2.892 -0.053
C 8.054 1.942 -0.026
C 6.954 2.624 -0.847
C 6.882 4.086 -0.389
H 9.980 2.704 0.729
H 9.734 2.897 -1.028
H 8.314 0.964 -0.429
H 7.713 1.802 1.002
H 7.210 2.583 -1.908
H 5.992 2.130 -0.720
H 6.609 4.756 -1.199
H 6.193 4.208 0.444
O -7.105 -7.157 -3.762
S -7.063 -7.309 -5.193
O -6.432 -6.324 -6.037
C -6.395 -8.924 -5.580
C -7.616 -9.837 -5.620
C -8.698 -9.054 -6.377
C -8.724 -7.633 -5.799
H -5.666 -9.200 -4.821
H -5.916 -8.856 -6.556
H -7.388 -10.784 -6.105
H -7.954 -10.051 -4.605
H -8.445 -9.016 -7.438
H -9.674 -9.528 -6.291
H -8.973 -6.885 -6.547
H -9.402 -7.552 -4.952
O 1.605 5.081 9.956
S 1.597 4.633 8.588
O 2.708 4.898 7.708
C 1.220 2.884 8.556
C -0.303 2.829 8.485
C -0.714 3.905 7.470
C 0.070 5.179 7.810
H 1.637 2.413 9.443
H 1.675 2.466 7.658
H -0.651 1.841 8.191
H -0.729 3.059 9.464
H -0.458 3.571 6.463
H -1.787 4.090 7.490
H 0.319 5.762 6.927
H -0.457 5.802 8.529
```

Molar mass (computed, g mol⁻¹): 621.13, 1002.86, 770.99, 552.71, 729.04